No. 1
This record from the Open Molecules 2025 dataset describes CH6N3O as an isolated structure. The level of theory is ωB97M-V/def2-TZVPD.

Calculated values
Net charge: +1
Frontier orbital gap (spin up / spin down) (Ha): 0.3443 / 0.3443
ΔE to the lowest compared entry with this formula, charge and spin (kcal/mol): 98.8
DFT total energy (eV): -7640.30035
2S+1: 1
HOMO (spin up / spin down) (eV): -14.59 / -14.59

Last column: Mulliken charge in e.
CARTESIAN COORDINATES (ANGSTROEM)
1 O -2.92 0.28 -0.03  -0.529
2 N -1.76 0.66 -0.08  0.425
3 N -0.90 -1.45 0.03  -0.539
4 N -0.76 -0.14 -0.16  0.258
5 C 0.95 0.56 0.07  -0.479
6 H 0.91 0.96 1.07  0.316
7 H -0.27 -2.05 -0.47  0.294
8 H 1.01 1.29 -0.73  0.318
9 H 1.58 -0.30 -0.06  0.307
10 H -1.53 1.67 -0.09  0.309
11 H -1.88 -1.75 0.11  0.321

---

No. 2
This record from the Open Molecules 2025 dataset describes an isolated ion of composition CH6N3O2 and charge +1. The level of theory is ωB97M-V/def2-TZVPD.

Calculated values
Net charge: +1
Frontier orbital gap (Ha): 0.3925
ΔE to the lowest compared entry with this formula, charge and spin (kcal/mol): 6.3
DFT total energy (eV): -9689.69322
2S+1: 1
HOMO (eV): -14.34
SMILES: NN/C(O)=[NH+]/O

Last column: Mulliken charge in e.
CARTESIAN COORDINATES (ANGSTROEM)
1 O -0.82 -1.36 0.11  -0.471
2 O -3.09 -0.04 0.09  -0.328
3 N 0.56 0.59 -0.21  0.032
4 N -1.87 0.58 0.13  -0.024
5 N 1.70 -0.34 0.00  -0.630
6 C -0.70 -0.05 0.03  0.580
7 H -2.93 -0.98 -0.08  0.367
8 H 0.58 1.55 -0.51  0.224
9 H 1.62 -0.72 0.94  0.280
10 H -0.05 -1.76 -0.32  0.419
11 H 2.58 0.17 -0.04  0.299
12 H -1.84 1.53 -0.21  0.253

---

No. 3
This record from the Open Molecules 2025 dataset describes a 2-piece molecular cluster, CH6N3O2 overall. The level of theory is ωB97M-V/def2-TZVPD.

Calculated values
Net charge: +1
Frontier orbital gap (Ha): 0.3500
ΔE to the lowest compared entry with this formula, charge and spin (kcal/mol): 55.1
DFT total energy (eV): -9687.57731
2S+1: 1
HOMO (eV): -14.41

Last column: Mulliken charge in e.
CARTESIAN COORDINATES (ANGSTROEM)
1 O 1.16 -1.25 0.21  -0.340
2 O -1.23 -0.89 -0.50  -0.453
3 N 1.77 -0.01 0.14  -0.011
4 N 0.56 1.98 -0.50  -0.130
5 N -1.81 -0.53 0.75  -0.406
6 C 1.16 1.01 -0.27  0.357
7 H -1.69 0.51 0.85  0.254
8 H 0.21 2.52 -1.32  0.371
9 H -1.91 -1.16 -1.15  0.340
10 H -1.27 -0.92 1.53  0.295
11 H 2.80 -0.03 0.40  0.315
12 H 0.24 -1.22 -0.15  0.407

---

No. 4
This record from the Open Molecules 2025 dataset describes an isolated ion of composition CH6N3O2 and charge +1. The level of theory is ωB97M-V/def2-TZVPD.

Calculated values
Net charge: +1
Frontier orbital gap (Ha): 0.4013
ΔE to the lowest compared entry with this formula, charge and spin (kcal/mol): 6.3
DFT total energy (eV): -9689.69292
2S+1: 1
HOMO (eV): -14.61
SMILES: NC(=[NH2+])N(O)O

Last column: Mulliken charge in e.
CARTESIAN COORDINATES (ANGSTROEM)
1 O -1.56 1.09 0.05  -0.471
2 O -1.50 -1.27 -0.22  -0.457
3 N 1.03 -1.25 0.10  -0.371
4 N -0.84 -0.09 0.16  0.395
5 N 1.02 1.12 -0.11  -0.426
6 C 0.43 -0.09 -0.09  0.612
7 H 1.98 1.30 0.03  0.202
8 H 1.99 -1.20 0.04  0.197
9 H -1.23 1.68 0.74  0.395
10 H 0.66 1.93 -0.57  0.280
11 H -2.41 -1.11 -0.17  0.349
12 H 0.44 -2.12 0.05  0.295

---

No. 5
This record from the Open Molecules 2025 dataset describes CH6N3OS as an isolated structure. The level of theory is ωB97M-V/def2-TZVPD.

Calculated values
Net charge: +1
Frontier orbital gap (Ha): 0.3702
ΔE to the lowest compared entry with this formula, charge and spin (kcal/mol): 62.4
DFT total energy (eV): -18477.63259
2S+1: 1
HOMO (eV): -14.02

Last column: Mulliken charge in e.
CARTESIAN COORDINATES (ANGSTROEM)
1 S 1.98 -0.48 -0.17  0.172
2 O -0.95 -1.88 -0.24  -0.429
3 N 0.17 0.17 -0.22  -0.244
4 N 2.88 0.82 0.00  -0.369
5 N -2.31 0.43 -0.06  -0.669
6 C -0.77 -0.64 -0.13  0.664
7 H -2.31 0.55 0.99  0.303
8 H 3.48 1.31 -0.69  0.280
9 H 3.02 1.14 0.93  0.283
10 H -0.20 1.09 -0.22  0.348
11 H -1.85 -2.32 0.07  0.413
12 H -3.13 -0.19 -0.25  0.247

---

No. 6
This record from the Open Molecules 2025 dataset describes an isolated ion of composition CH6N3OS and charge +1. The level of theory is ωB97M-V/def2-TZVPD.

Calculated values
Net charge: +1
Frontier orbital gap (Ha): 0.3642
ΔE to the lowest compared entry with this formula, charge and spin (kcal/mol): 11.6
DFT total energy (eV): -18479.83521
2S+1: 1
HOMO (eV): -13.50
SMILES: NS/[NH+]=C(/N)O

Last column: Mulliken charge in e.
CARTESIAN COORDINATES (ANGSTROEM)
1 S -0.40 0.03 -1.85  0.164
2 O -1.76 -0.78 0.42  -0.396
3 N 1.08 0.86 -2.28  -0.547
4 N 0.16 -0.08 -0.17  -0.266
5 N -0.19 -0.52 2.12  -0.410
6 C -0.62 -0.37 0.82  0.684
7 H 0.86 1.84 -2.65  0.300
8 H -2.25 -0.89 1.23  0.334
9 H 1.07 0.32 0.09  0.379
10 H -0.56 -0.37 3.06  0.260
11 H 0.87 -0.46 2.11  0.228
12 H 1.75 0.43 -2.89  0.269

---

No. 7
This record from the Open Molecules 2025 dataset describes a 2-piece molecular cluster, CH6N3OS overall. The level of theory is ωB97M-V/def2-TZVPD.

Calculated values
Net charge: +1
Frontier orbital gap (Ha): 0.3479
ΔE to the lowest compared entry with this formula, charge and spin (kcal/mol): 0.0
DFT total energy (eV): -18480.34024
2S+1: 1
HOMO (eV): -13.20

Last column: Mulliken charge in e.
CARTESIAN COORDINATES (ANGSTROEM)
1 S 0.58 0.49 1.28  0.079
2 O 2.99 -2.00 -0.28  -0.297
3 N -1.52 -0.78 -0.89  -0.447
4 N 1.01 -0.79 0.12  -0.564
5 N 1.91 1.40 1.44  -0.415
6 C 2.05 -1.40 -0.01  0.535
7 H 2.51 1.28 2.24  0.276
8 H -1.60 -1.01 -1.88  0.397
9 H -2.10 -1.42 -0.33  0.386
10 H 1.98 2.28 0.96  0.256
11 H -0.49 -0.87 -0.56  0.399
12 H -1.82 0.18 -0.72  0.394

---

No. 8
This record from the Open Molecules 2025 dataset describes an isolated ion of composition CH6N3S and charge +1. The level of theory is ωB97M-V/def2-TZVPD.

Calculated values
Net charge: +1
Frontier orbital gap (spin up / spin down) (Ha): 0.2890 / 0.2887
ΔE to the lowest compared entry with this formula, charge and spin (kcal/mol): 98.2
DFT total energy (eV): -16428.66503
2S+1: 1
HOMO (spin up / spin down) (eV): -14.15 / -14.15

Last column: Mulliken charge in e.
CARTESIAN COORDINATES (ANGSTROEM)
1 S 1.89 -0.08 -0.14  0.195
2 N 0.94 -1.24 0.39  -0.300
3 N 0.95 1.28 0.16  -0.313
4 N -0.78 0.31 0.03  -0.408
5 C -0.40 -0.99 -0.35  -0.280
6 H 0.60 1.41 1.10  0.391
7 H -0.93 -1.69 0.25  0.358
8 H 1.13 -1.79 1.28  0.320
9 H -0.04 -1.19 -1.36  0.380
10 H 0.89 1.95 -0.55  0.340
11 H -1.23 0.92 -0.67  0.316

---

No. 9
This record from the Open Molecules 2025 dataset describes a 2-piece molecular cluster, CH6N3S overall. The level of theory is ωB97M-V/def2-TZVPD.

Calculated values
Net charge: +1
Frontier orbital gap (Ha): 0.3478
ΔE to the lowest compared entry with this formula, charge and spin (kcal/mol): 39.5
DFT total energy (eV): -16431.20941
2S+1: 1
HOMO (eV): -14.06

Last column: Mulliken charge in e.
CARTESIAN COORDINATES (ANGSTROEM)
1 S -1.96 -0.58 -0.48  0.082
2 N -0.57 -1.68 -0.03  -0.336
3 N -0.22 0.11 1.64  -0.224
4 N 0.65 0.82 -1.11  -0.730
5 C -0.61 -0.49 0.57  0.513
6 H 1.34 0.22 -1.55  0.267
7 H 0.16 1.30 -1.85  0.277
8 H 0.55 -0.25 2.19  0.283
9 H 0.12 -1.95 -0.72  0.317
10 H -0.65 0.98 1.93  0.284
11 H 1.18 1.52 -0.60  0.267

---

No. 10
This record from the Open Molecules 2025 dataset describes a 3-piece molecular cluster, CH6N4O3S overall. The level of theory is ωB97M-V/def2-TZVPD.

Calculated values
Frontier orbital gap (Ha): 0.3390
ΔE to the lowest compared entry with this formula, charge and spin (kcal/mol): 65.5
DFT total energy (eV): -24068.41992
2S+1: 1
HOMO (eV): -9.12

Last column: Mulliken charge in e.
CARTESIAN COORDINATES (ANGSTROEM)
1 S -1.05 0.49 0.23  0.898
2 O -0.46 -0.61 -0.54  -0.524
3 O -1.23 0.10 1.60  -0.472
4 O 1.18 1.63 -0.08  -0.356
5 N 2.82 0.30 0.52  -0.104
6 N 1.94 -1.82 -0.24  -0.388
7 N -3.31 1.14 -0.60  -0.734
8 N 2.45 1.33 -0.10  -0.131
9 C 2.47 -0.95 0.63  0.089
10 H -2.87 1.81 -1.26  0.315
11 H -3.82 0.40 -1.08  0.243
12 H 1.53 -2.53 0.36  0.285
13 H -3.87 1.67 0.06  0.235
14 H 1.39 -1.52 -0.95  0.322
15 H 2.83 -1.45 1.46  0.323

---

No. 11
This record from the Open Molecules 2025 dataset describes one molecule with the formula CH6N4OS2. The level of theory is ωB97M-V/def2-TZVPD.

Calculated values
Frontier orbital gap (Ha): 0.3352
ΔE to the lowest compared entry with this formula, charge and spin (kcal/mol): 9.9
DFT total energy (eV): -30810.63340
2S+1: 1
HOMO (eV): -8.73
SMILES: N=[S@](N)(=O)NC(N)=S

Last column: Mulliken charge in e.
CARTESIAN COORDINATES (ANGSTROEM)
1 S 2.75 -1.57 -1.07  -0.413
2 S -0.98 0.26 -0.13  1.006
3 O -0.41 1.46 0.53  -0.698
4 N 2.01 0.64 0.16  -0.276
5 N -2.31 0.52 -0.96  -0.724
6 N 0.35 -0.67 -0.78  -0.246
7 N -1.57 -0.69 1.11  -0.522
8 C 1.68 -0.49 -0.53  0.326
9 H 2.94 0.88 0.37  0.157
10 H -2.30 1.38 -1.36  0.265
11 H 1.20 1.14 0.46  0.284
12 H -0.95 -0.83 1.90  0.276
13 H -2.47 -0.41 1.50  0.285
14 H 0.07 -1.63 -1.21  0.280

---

No. 12
This record from the Open Molecules 2025 dataset describes a 2-piece molecular cluster, CH6NO overall. The level of theory is ωB97M-V/def2-TZVPD.

Calculated values
Net charge: +1
Frontier orbital gap (Ha): 0.4013
ΔE to the lowest compared entry with this formula, charge and spin (kcal/mol): 6.8
DFT total energy (eV): -4664.47055
2S+1: 1
HOMO (eV): -16.39

Last column: Mulliken charge in e.
CARTESIAN COORDINATES (ANGSTROEM)
1 O -1.45 -1.32 0.44  -0.684
2 N 0.48 0.42 -0.69  -0.058
3 C 1.33 1.00 0.03  -0.043
4 H 0.60 0.28 -1.70  0.299
5 H -2.38 -1.08 0.55  0.345
6 H 1.07 1.27 1.04  0.267
7 H -0.46 0.11 -0.41  0.265
8 H -1.43 -2.01 1.12  0.327
9 H 2.25 1.32 -0.39  0.283